The following is a quantum chemistry calculation of an isolated ion of composition C6H14NO and charge -2 at a distorted geometry, from the Open Molecules 2025 dataset.

- Kohn-Sham gap (alpha / beta) (eV) = 2.64 / 7.04
- ⟨S²⟩ = 0.7510
- total charge = -2
- spin multiplicity = 2

Last column: Löwdin charge in e.
Geometry (Å):
1 C 0.45 -1.16 0.04  -0.336
2 N -0.01 0.02 -0.51  -0.115
3 C -1.31 0.41 0.01  -0.288
4 C -1.37 2.03 -0.18  -0.192
5 C -0.31 2.72 0.82  -0.563
6 O 0.95 2.54 0.49  -0.356
7 C 0.27 -2.54 -0.76  -0.294
8 C 1.23 -3.59 -0.13  -0.619
9 H 1.58 -1.09 0.21  0.110
10 H 0.20 -1.26 1.15  0.103
11 H 0.67 0.88 -0.29  0.113
12 H -2.13 -0.12 -0.41  0.067
13 H -1.51 0.36 1.10  0.083
14 H -0.87 2.04 -1.15  0.072
15 H -2.48 2.29 0.03  0.094
16 H -0.55 3.82 0.74  0.061
17 H -0.60 2.28 1.84  0.074
18 H -0.77 -2.91 -0.86  0.059
19 H 0.55 -2.31 -1.81  0.072
20 H 2.38 -3.35 0.00  0.000
21 H 1.15 -4.51 -0.67  -0.102
22 H 1.07 -3.78 0.95  -0.043

=====

The following is a quantum chemistry calculation of a 22-piece molecular cluster, H43O21 overall at a distorted geometry, from the Open Molecules 2025 dataset.

- Kohn-Sham gap (eV) = 10.07
- total charge = +1

Last column: Löwdin charge in e.
Geometry (Å):
1 O 3.31 2.22 2.76  0.021
2 H 2.32 2.47 2.52  0.107
3 H 3.17 1.84 3.63  0.103
4 O 3.73 1.03 0.67  -0.101
5 H 3.57 1.19 1.97  0.186
6 H 3.48 -0.05 0.60  0.158
7 O -1.75 3.64 1.87  -0.069
8 H -2.56 3.28 2.09  -0.047
9 H -1.90 4.21 0.96  0.160
10 O -0.95 -1.41 -0.67  -0.035
11 H 0.66 0.12 1.10  0.012
12 H -2.64 -1.40 -2.47  -0.040
13 O -2.37 -2.83 2.57  -0.048
14 H -2.26 -3.20 1.67  -0.011
15 H -2.69 -3.61 2.95  0.005
16 O 1.46 -0.23 0.67  -0.117
17 H -1.35 -1.92 0.02  -0.004
18 H 1.34 -1.20 0.38  0.090
19 O 0.09 -4.20 -0.56  -0.076
20 H 0.77 -4.65 -0.01  0.062
21 H -0.05 -4.94 -1.21  0.076
22 O -1.41 0.28 -4.51  -0.005
23 H -1.49 -0.44 -3.99  -0.083
24 H -1.23 1.08 -3.95  0.062
25 O 3.17 -3.01 0.23  -0.009
26 H 3.27 -2.13 -0.02  -0.030
27 H 3.11 -3.01 1.19  0.017
28 O -0.88 -0.06 2.19  0.010
29 H -1.54 0.04 1.66  -0.084
30 H -0.81 -1.01 2.50  0.084
31 O 1.99 1.80 -1.41  0.009
32 H 1.99 1.57 -2.34  0.097
33 H 1.11 1.91 -1.23  -0.018
34 O 0.01 -2.75 -3.81  -0.040
35 H -0.82 -3.16 -3.84  0.016
36 H 0.68 -3.44 -3.57  0.098
37 O 1.00 4.43 -1.46  -0.003
38 H 0.45 5.19 -1.60  0.044
39 H 0.43 3.90 -1.99  0.022
40 O -1.65 1.73 0.10  -0.033
41 H -0.81 1.39 -0.30  0.058
42 H 1.90 3.11 0.29  -0.015
43 O -4.44 2.23 1.10  -0.019
44 H -3.52 1.93 0.88  0.024
45 H -2.18 1.66 -0.65  0.022
46 O 2.22 -2.00 2.72  -0.084
47 H -0.28 -2.06 -0.99  0.035
48 O -3.10 -3.76 0.31  0.018
49 H -3.73 -3.45 -0.24  0.017
50 H -3.24 -4.67 0.51  0.075
51 O 1.24 3.20 0.93  -0.010
52 H 0.65 3.92 0.96  0.026
53 H 2.96 1.47 -0.06  0.153
54 O -2.77 -1.92 -3.18  0.022
55 H -4.24 2.87 1.73  -0.023
56 H -3.51 -1.87 -3.74  0.057
57 O 1.70 -0.67 -4.27  -0.069
58 H 1.10 -0.37 -4.91  -0.015
59 H 1.03 -1.36 -4.03  -0.009
60 O 0.78 2.97 3.74  -0.055
61 H 1.42 3.42 4.24  0.016
62 H 0.13 3.57 3.23  0.074
63 H 1.74 -1.92 3.57  0.065
64 H 2.17 -1.00 2.52  0.051

=====

The following is a quantum chemistry calculation of C17H13AlN5O6STe as an isolated structure at a distorted geometry, from the Open Molecules 2025 dataset.

- Kohn-Sham gap (eV) = 5.71
- total charge = -1

Last column: Löwdin charge in e.
Geometry (Å):
1 Al -11.22 6.37 14.27  -0.294
2 O -9.60 7.46 16.60  0.040
3 C -10.06 8.38 17.19  -0.208
4 C -11.34 9.06 16.82  -0.098
5 C -11.81 9.96 17.76  0.015
6 C -12.95 10.68 17.59  -0.160
7 C -13.77 10.46 16.47  0.011
8 C -13.31 9.56 15.54  0.025
9 C -12.10 8.82 15.67  -0.278
10 O -11.79 7.99 14.72  -0.054
11 N -13.32 11.74 18.54  -0.367
12 O -14.11 12.60 18.16  0.049
13 O -12.87 11.67 19.66  0.069
14 H -9.49 8.82 18.06  0.132
15 H -11.16 10.16 18.66  0.140
16 H -14.70 11.00 16.33  0.122
17 H -13.89 9.31 14.69  0.118
18 N -9.18 1.40 8.87  0.071
19 C -9.88 2.53 9.34  -0.315
20 C -10.23 2.63 10.68  -0.029
21 C -10.91 3.74 11.13  -0.055
22 C -11.22 4.75 10.25  -0.301
23 C -10.90 4.68 8.91  -0.064
24 C -10.26 3.55 8.43  -0.026
25 S -12.05 6.21 10.81  0.604
26 O -11.89 7.19 9.79  -0.301
27 O -13.40 5.91 11.23  -0.297
28 N -11.26 6.62 12.18  -0.078
29 C -9.94 6.84 12.18  -0.460
30 N -9.14 6.76 11.12  0.166
31 C -7.85 7.04 11.37  -0.103
32 C -7.33 7.28 12.63  -0.054
33 C -8.21 7.10 13.69  -0.047
34 N -9.52 6.94 13.46  0.089
35 H -8.66 0.91 9.59  0.080
36 H -8.53 1.56 8.11  0.079
37 H -10.01 1.80 11.35  0.117
38 H -11.24 3.82 12.16  0.066
39 H -11.14 5.51 8.25  0.111
40 H -10.00 3.45 7.39  0.098
41 H -7.23 6.94 10.49  0.111
42 H -6.28 7.50 12.73  0.096
43 H -7.88 7.14 14.72  0.123
44 Te -11.49 4.22 15.41  0.057